{"formula": "C8H6O2", "method": "the ωB97M-V functional and the def2-TZVPD basis", "total_charge": 0, "smiles": "O=Cc1cccc(C=O)c1", "lumo_ev": -1.05, "homo_lumo_gap_ev": 9.03, "max_force_ha_per_bohr": 0.169, "mol_weight_g_mol": 134.13, "symbols": ["O", "C", "C", "C", "C", "C", "C", "C", "O", "C", "H", "H", "H", "H", "H", "H"], "xyz": [[-2.071534, 2.287127, -2.015249], [-1.099380, 1.946905, -1.294860], [-0.757678, 0.608176, -0.980645], [-1.265235, -0.681596, -0.968540], [-0.677276, -1.678626, -0.282408], [0.363800, -1.483302, 0.491686], [0.946891, -0.158350, 0.609209], [2.019195, -0.208611, 1.589297], [2.606035, 0.700167, 2.263615], [0.304077, 0.879305, -0.163127], [-0.802167, 2.850197, -0.661087], [-2.159181, -0.709398, -1.545858], [-1.108335, -2.655361, -0.185455], [0.835446, -2.274780, 1.044716], [2.135212, -1.226596, 2.138172], [0.730130, 1.804744, -0.039465]], "atomic_forces_ev_per_a": [[2.3, -1.2, 0.8], [-7.0, 4.2, -2.8], [2.9, 0.3, 2.4], [-1.5, 2.2, -2.1], [-2.6, -2.1, -0.7], [4.1, 3.2, 1.7], [-1.8, -1.9, -1.6], [2.1, 2.2, 5.5], [-2.0, -2.3, -3.4], [3.4, -4.6, 3.0], [0.9, -1.5, -0.7], [-0.7, -1.0, -0.3], [-0.5, -0.4, -0.6], [-0.1, -0.3, 0.1], [0.0, 0.9, -1.6], [0.7, 2.1, 0.1]]}